No. 1
{
  "formula": "C23H52O4P4Rh",
  "method": "ωB97M-V/def2-TZVPD",
  "species": ["Rh", "P", "P", "P", "P", "O", "O", "O", "O", "C", "C", "C", "C", "C", "C", "C", "C", "C", "C", "C", "C", "C", "C", "C", "C", "C", "C", "C", "C", "C", "C", "C", "H", "H", "H", "H", "H", "H", "H", "H", "H", "H", "H", "H", "H", "H", "H", "H", "H", "H", "H", "H", "H", "H", "H", "H", "H", "H", "H", "H", "H", "H", "H", "H", "H", "H", "H", "H", "H", "H", "H", "H", "H", "H", "H", "H", "H", "H", "H", "H", "H", "H", "H", "H"],
  "coordinates": [[0.401, 0.355, -0.493], [-1.272, -0.320, 3.099], [2.476, 0.273, 0.734], [0.522, -1.705, -1.225], [-1.886, 0.662, -0.715], [-1.871, -0.583, 4.587], [-0.052, 0.776, 3.374], [-0.533, -0.513, -5.302], [-0.254, -1.633, 2.873], [0.151, -3.869, 3.714], [-0.567, 2.899, -7.595], [-0.762, -2.990, 2.905], [-0.021, 1.748, -8.180], [-0.713, 0.464, -6.257], [0.398, 2.454, 0.259], [-1.455, 1.545, -5.796], [3.797, 0.005, -0.503], [-2.123, 0.576, -2.523], [2.699, -0.992, 2.028], [-0.225, 2.180, 3.768], [-1.171, -0.858, 5.866], [-3.060, -0.485, 0.059], [-1.006, 2.385, 5.037], [1.673, -2.940, -0.520], [-0.971, -2.738, -1.412], [-0.097, 0.506, -7.534], [-1.293, 2.803, -6.399], [3.186, 1.693, 1.663], [1.154, -1.413, -2.921], [0.325, -0.839, 5.786], [-2.708, 2.252, -0.316], [0.864, 2.374, -1.080], [-1.736, -2.245, -2.019], [0.196, 2.654, -1.897], [2.622, 1.841, 2.594], [2.223, -1.944, 1.776], [1.212, -3.744, 3.476], [-0.001, -3.729, 4.791], [-2.700, 2.399, 0.771], [-0.941, 3.445, 5.301], [-2.189, 3.087, -0.801], [0.714, 0.083, 5.340], [-0.112, -4.906, 3.470], [2.243, -0.620, 2.955], [0.686, -1.705, 5.229], [1.109, 2.598, 1.075], [-3.086, 1.040, -2.766], [-1.556, -0.125, 6.595], [-2.065, 1.415, -4.909], [3.772, -1.163, 2.205], [-0.596, 1.823, 5.883], [4.754, 0.265, -0.035], [-1.522, -1.857, 6.161], [3.616, 0.673, -1.352], [3.156, 2.608, 1.062], [-0.838, -3.365, 1.874], [-1.728, 3.677, -5.914], [0.798, 2.565, 3.889], [0.310, -0.398, -7.994], [1.706, -3.856, -1.129], [-2.065, 2.140, 4.903], [1.346, -3.231, 0.485], [-2.105, -0.446, -2.911], [-3.749, 2.215, -0.669], [1.374, -2.355, -3.437], [-0.589, 2.873, 0.463], [-2.927, -1.513, -0.293], [1.939, 2.388, -1.276], [0.741, -0.898, 6.797], [0.001, -1.278, -5.604], [-4.079, -0.149, -0.188], [2.693, -2.552, -0.446], [0.479, 1.835, -9.145], [-0.743, -3.707, -1.879], [3.834, -1.029, -0.855], [-1.774, -2.995, 3.318], [-1.393, -2.946, -0.421], [4.234, 1.466, 1.909], [2.070, -0.816, -2.859], [-1.312, 1.135, -3.002], [0.428, -0.848, -3.518], [-0.445, 3.867, -8.065], [-0.693, 2.713, 2.927], [-2.920, -0.460, 1.153]],
  "mol_weight_g_mol": 619.47,
  "largest_force_ha_per_bohr": 0.060,
  "multiplicity": 5,
  "charge": 3,
  "orbital_gap_ev": [6.68, 3.62]
}


No. 2
{
  "formula": "C23H53BF3N2O6S2",
  "method": "ωB97M-V/def2-TZVPD",
  "species": ["S", "S", "F", "F", "F", "O", "O", "O", "O", "O", "O", "N", "N", "C", "C", "C", "C", "C", "C", "C", "C", "C", "C", "C", "C", "C", "C", "C", "C", "C", "C", "C", "C", "C", "C", "C", "B", "H", "H", "H", "H", "H", "H", "H", "H", "H", "H", "H", "H", "H", "H", "H", "H", "H", "H", "H", "H", "H", "H", "H", "H", "H", "H", "H", "H", "H", "H", "H", "H", "H", "H", "H", "H", "H", "H", "H", "H", "H", "H", "H", "H", "H", "H", "H", "H", "H", "H", "H", "H", "H"],
  "coordinates": [[0.552, 0.650, -4.714], [-1.149, 1.248, -2.685], [3.356, 1.102, -6.131], [4.642, 2.525, -5.123], [5.038, 0.418, -5.010], [-0.092, 2.050, -2.110], [-1.851, 0.540, -1.616], [-3.441, 1.714, -4.330], [0.556, 2.073, -5.001], [0.437, -0.083, -5.955], [2.712, 2.350, -3.179], [-0.645, 0.119, -3.753], [-2.413, 3.729, -3.301], [-2.128, 0.825, 7.031], [2.108, 0.075, -3.982], [0.747, 3.180, 7.603], [2.965, -5.651, -3.707], [-1.409, 1.228, 2.366], [3.549, -7.372, -5.498], [-2.458, 0.417, 1.612], [3.986, -6.667, -4.217], [3.911, -3.656, -5.042], [-5.306, -1.466, 3.193], [-4.401, -0.458, 3.894], [-2.661, 4.509, -4.524], [4.032, 1.353, -5.036], [3.194, 1.166, -3.735], [2.685, -4.481, -4.652], [0.121, 2.273, 8.662], [-4.402, 0.919, 3.234], [4.581, -2.971, -3.855], [-3.878, 0.949, 1.796], [0.084, 0.787, 8.302], [2.214, 2.868, 7.330], [-0.649, 0.453, 7.003], [-3.273, 4.144, -2.174], [-2.472, 2.296, -3.531], [-2.401, -0.634, 1.913], [-0.390, 0.243, 9.127], [-3.143, 1.694, -5.252], [-2.273, 1.900, 7.149], [4.139, -7.422, -3.440], [-2.709, 3.879, -5.419], [1.106, 0.401, 8.239], [-3.598, 5.082, -4.460], [0.179, 3.127, 6.670], [-5.297, -2.420, 3.726], [-5.424, 1.314, 3.240], [-2.696, 4.142, -1.237], [2.663, 3.040, -3.854], [1.951, -3.822, -4.179], [5.424, -2.367, -4.196], [-3.382, -0.854, 3.947], [2.020, -6.166, -3.507], [-2.643, 0.315, 7.848], [4.957, -6.189, -4.372], [3.899, 0.747, -3.004], [-4.553, 0.379, 1.150], [4.295, -8.110, -5.799], [2.535, -0.670, -4.663], [-0.164, 0.943, 6.155], [2.808, 2.959, 8.243], [-0.563, -0.622, 6.825], [3.885, -2.307, -3.337], [3.596, -2.889, -5.755], [-3.920, 1.982, 1.435], [0.670, 4.215, 7.948], [-3.606, 5.177, -2.313], [1.956, -0.449, -3.036], [2.346, 1.860, 6.934], [-0.412, 0.829, 2.171], [2.601, -7.894, -5.351], [4.965, -3.699, -3.137], [-2.217, 0.443, 0.547], [0.674, 2.388, 9.600], [-0.895, 2.623, 8.868], [4.642, -4.280, -5.565], [-1.569, 1.197, 3.448], [-6.338, -1.108, 3.163], [2.621, 3.564, 6.595], [-4.119, 3.454, -2.028], [3.306, -5.265, -2.741], [-1.845, 5.232, -4.663], [3.430, -6.670, -6.324], [-3.813, 1.605, 3.851], [-4.978, -1.660, 2.171], [-4.741, -0.345, 4.929], [-1.420, 2.272, 2.045], [2.208, -4.853, -5.563], [-2.610, 0.532, 6.096]],
  "mol_weight_g_mol": 585.62,
  "largest_force_ha_per_bohr": 0.045,
  "charge": -1,
  "orbital_gap_ev": 8.35
}


No. 3
{
  "formula": "C23H53BO7PSSi",
  "method": "ωB97M-V/def2-TZVPD",
  "species": ["S", "P", "Si", "O", "O", "O", "O", "O", "O", "O", "C", "C", "C", "C", "C", "C", "C", "C", "C", "C", "C", "C", "C", "C", "C", "C", "C", "C", "C", "C", "C", "C", "C", "B", "H", "H", "H", "H", "H", "H", "H", "H", "H", "H", "H", "H", "H", "H", "H", "H", "H", "H", "H", "H", "H", "H", "H", "H", "H", "H", "H", "H", "H", "H", "H", "H", "H", "H", "H", "H", "H", "H", "H", "H", "H", "H", "H", "H", "H", "H", "H", "H", "H", "H", "H", "H", "H"],
  "coordinates": [[5.113, -0.945, 0.094], [3.470, -0.063, 0.811], [-0.542, -0.180, 4.491], [0.279, -3.142, -2.142], [0.208, 1.189, 3.962], [2.622, 1.170, -4.258], [-3.496, -3.116, 2.004], [-3.183, 3.065, 2.106], [1.029, 3.161, 7.886], [-0.647, -1.040, -7.807], [-2.277, -1.004, -9.538], [-4.202, -3.919, -0.127], [-0.949, -1.195, 2.974], [-3.764, 2.280, -0.058], [0.617, 3.989, 7.109], [-1.221, -1.652, -8.674], [2.462, -3.160, -1.181], [1.254, -2.502, -1.801], [-0.921, -3.107, -8.946], [0.938, 5.458, 7.291], [2.625, 2.285, -6.355], [2.063, -0.210, -6.117], [0.537, -1.256, 5.576], [-1.429, 1.931, 0.949], [1.325, -1.011, -1.987], [2.118, 1.892, 2.569], [-0.236, 3.631, 5.921], [2.457, 1.085, -5.450], [-1.725, -3.707, 0.546], [-3.177, -3.555, 0.925], [-2.821, 2.487, 1.110], [-2.111, 0.196, 5.422], [1.619, 0.965, 3.639], [3.618, 1.413, 2.065], [1.693, 2.485, -6.886], [1.969, -0.991, -5.366], [-0.943, 2.394, 0.088], [-0.582, -3.233, -9.976], [2.212, 1.056, 4.545], [1.380, -1.615, 4.989], [2.298, -4.232, -1.099], [-5.203, -3.744, 0.260], [1.399, 1.863, 1.750], [-4.093, -4.969, -0.405], [1.108, -0.096, -6.630], [-1.921, 0.782, 6.317], [-4.042, -3.319, -1.024], [2.818, -0.499, -6.850], [-1.824, -3.706, -8.816], [2.649, -2.735, -0.193], [4.245, 0.950, 3.005], [-1.985, -1.057, -10.588], [3.345, -2.965, -1.790], [-1.509, -3.114, -0.344], [0.958, -0.705, 6.412], [0.400, -0.653, -2.433], [-3.226, -1.532, -9.427], [4.254, 2.288, 1.513], [-0.043, -1.259, 2.376], [2.641, -1.064, 1.366], [-1.263, -2.188, 3.279], [2.903, 3.153, -5.764], [-1.752, -0.762, 2.389], [3.399, 2.086, -7.099], [-1.489, -4.746, 0.309], [-0.839, 2.116, 1.844], [2.161, -0.746, -2.635], [-2.403, 0.035, -9.246], [2.628, 0.315, -0.256], [1.555, 5.593, 8.176], [-3.882, 1.213, -0.255], [-2.842, 0.715, 4.811], [-1.105, -3.366, 1.371], [-0.005, -2.127, 5.931], [-1.480, 0.855, 0.775], [1.469, 5.833, 6.415], [2.176, 2.909, 2.954], [-0.152, -3.456, -8.263], [0.015, 6.031, 7.395], [0.247, 3.949, 4.996], [-4.733, 2.718, 0.169], [-1.204, 4.133, 6.002], [-0.385, 2.560, 5.872], [-3.352, 2.742, -0.956], [1.726, -0.054, 3.264], [1.487, -0.516, -1.027], [-2.533, -0.753, 5.743]],
  "mol_weight_g_mol": 543.61,
  "largest_force_ha_per_bohr": 0.016,
  "charge": -1,
  "orbital_gap_ev": 6.21
}


No. 4
{
  "formula": "C23H53NO3PtSSi6Te",
  "method": "ωB97M-V/def2-TZVPD",
  "species": ["Pt", "Te", "S", "Si", "Si", "Si", "Si", "Si", "Si", "O", "O", "O", "N", "C", "C", "C", "C", "C", "C", "C", "C", "C", "C", "C", "C", "C", "C", "C", "C", "C", "C", "C", "C", "C", "C", "C", "H", "H", "H", "H", "H", "H", "H", "H", "H", "H", "H", "H", "H", "H", "H", "H", "H", "H", "H", "H", "H", "H", "H", "H", "H", "H", "H", "H", "H", "H", "H", "H", "H", "H", "H", "H", "H", "H", "H", "H", "H", "H", "H", "H", "H", "H", "H", "H", "H", "H", "H", "H", "H"],
  "coordinates": [[0.504, -2.130, 0.690], [1.473, 0.224, 1.215], [0.809, -5.219, -0.076], [-1.071, 2.907, -1.226], [-0.226, 3.470, 2.543], [0.488, 2.478, 0.512], [2.570, 3.429, -0.087], [-1.763, -1.781, 0.347], [0.756, -1.906, -1.631], [2.549, -2.713, 1.149], [3.254, -4.433, 2.391], [0.229, -4.267, 0.968], [0.376, -2.563, 2.957], [-3.581, -2.101, -3.405], [-1.204, -2.149, -3.740], [-2.766, -3.133, 1.192], [1.456, -0.274, -2.214], [2.586, -3.425, 2.230], [-1.922, 2.863, 3.060], [3.810, 3.187, 1.302], [-3.378, -1.979, -2.043], [-2.486, -2.189, -4.260], [3.228, 2.556, -1.610], [0.986, 3.025, 3.907], [-0.452, 2.613, -2.972], [-0.279, 5.348, 2.444], [-0.987, -2.022, -2.362], [2.432, 5.269, -0.444], [1.739, -2.888, 3.400], [1.788, -3.231, -2.477], [1.019, -6.716, 0.858], [-2.086, -1.943, -1.504], [-2.478, -0.138, 0.877], [-0.592, -5.669, -1.086], [-1.413, 4.752, -1.082], [-2.709, 2.013, -1.059], [1.315, -0.187, -3.295], [-1.876, 5.005, -0.130], [0.592, 3.356, 4.871], [0.531, 3.047, -3.147], [-2.159, 3.231, 4.061], [2.775, -3.330, -2.023], [-0.285, -6.443, -1.787], [1.873, -6.555, 1.515], [2.612, 2.742, -2.489], [-0.902, -4.775, -1.628], [2.072, 5.827, 0.419], [-3.172, 2.158, -0.084], [0.113, -6.893, 1.436], [-2.738, -0.125, 1.937], [3.420, 5.656, -0.704], [1.149, 1.948, 3.955], [1.217, -7.535, 0.169], [-1.015, 5.713, 1.730], [2.219, -1.971, 3.751], [-1.157, 3.090, -3.659], [-0.115, -1.949, 3.595], [-2.628, -4.095, 0.699], [-1.951, 1.776, 3.085], [-2.526, -3.263, 2.249], [1.920, -2.902, -3.511], [-4.242, -1.910, -1.389], [-2.102, 5.047, -1.876], [0.941, 0.551, -1.722], [-0.362, -2.212, -4.421], [1.328, -4.217, -2.496], [0.688, 5.764, 2.164], [-0.541, 5.750, 3.426], [-2.705, 3.204, 2.381], [-4.586, -2.129, -3.806], [3.527, 3.732, 2.202], [1.955, 3.500, 3.759], [3.254, 1.480, -1.441], [4.244, 2.890, -1.833], [1.735, -3.621, 4.207], [-2.637, -2.285, -5.328], [-1.778, 0.675, 0.691], [4.790, 3.552, 0.981], [3.919, 2.135, 1.566], [-3.391, 0.052, 0.308], [1.765, 5.476, -1.280], [-3.822, -2.855, 1.128], [-0.148, -3.428, 2.882], [-0.400, 1.555, -3.226], [2.518, -0.177, -1.996], [-2.604, 0.939, -1.226], [-1.396, -6.018, -0.439], [-3.386, 2.407, -1.822], [-0.508, 5.350, -1.180]],
  "mol_weight_g_mol": 914.94,
  "largest_force_ha_per_bohr": 0.013,
  "de_lowest_kcal_mol": 0.0,
  "orbital_gap_ev": 6.89
}


No. 5
{
  "formula": "C23H54AlBFO16S4",
  "method": "ωB97M-V/def2-TZVPD",
  "species": ["S", "S", "S", "S", "Al", "F", "O", "O", "O", "O", "O", "O", "O", "O", "O", "O", "O", "O", "O", "O", "O", "O", "C", "C", "C", "C", "C", "C", "C", "C", "C", "C", "C", "C", "C", "C", "C", "C", "C", "C", "C", "C", "C", "C", "C", "B", "H", "H", "H", "H", "H", "H", "H", "H", "H", "H", "H", "H", "H", "H", "H", "H", "H", "H", "H", "H", "H", "H", "H", "H", "H", "H", "H", "H", "H", "H", "H", "H", "H", "H", "H", "H", "H", "H", "H", "H", "H", "H", "H", "H", "H", "H", "H", "H", "H", "H", "H", "H", "H", "H"],
  "coordinates": [[-5.231, -1.504, -1.292], [-1.967, -3.035, 3.612], [-0.306, -3.640, -3.587], [-0.117, 0.413, -8.218], [1.305, 1.416, 4.426], [0.970, -1.257, 7.048], [1.148, -1.753, 1.145], [-5.604, -2.044, -2.783], [-0.322, 0.742, -9.613], [1.121, 1.304, -7.646], [7.190, 6.228, 2.666], [0.377, 0.404, 3.133], [-6.243, -1.955, -0.361], [0.979, -4.177, -3.978], [-1.290, -4.869, -3.168], [-1.728, -3.980, 2.371], [-0.432, -2.586, -2.602], [0.035, -0.952, -7.764], [2.464, -3.499, 2.406], [-4.836, -0.114, -1.385], [-0.213, 1.401, 5.564], [-3.499, -3.168, 3.959], [-6.885, -1.741, -3.317], [4.904, 5.287, 2.030], [2.175, 5.420, 2.461], [6.024, 6.495, 1.797], [-1.405, 1.185, -7.269], [-1.181, -3.142, -5.050], [-1.462, -1.294, 3.146], [-3.769, -2.484, -1.059], [2.448, 0.878, -7.916], [1.099, -1.774, 3.938], [-0.977, -5.187, -0.781], [2.118, 3.234, 3.937], [-0.854, -5.782, -2.172], [-6.959, -0.304, -3.800], [-1.586, -1.772, 7.283], [-0.145, -0.720, 3.980], [3.408, 5.684, 1.412], [8.360, 5.780, 1.879], [-0.391, -0.695, 6.826], [-0.638, -0.018, 5.363], [2.855, 1.198, -9.342], [-3.064, -1.048, 7.450], [1.656, 3.833, 2.483], [1.531, -2.318, 2.452], [2.247, -4.057, 1.578], [-1.813, 0.131, 5.253], [-2.429, -0.611, 3.295], [0.751, -2.734, 4.557], [-1.287, -1.298, 1.965], [2.280, 0.605, -10.059], [0.488, 3.822, 2.387], [-1.985, -4.794, -0.616], [3.185, 5.107, 0.410], [-2.216, -2.919, -4.784], [-3.076, -2.286, -1.878], [-2.941, 0.115, 7.687], [0.425, -2.283, 0.699], [1.218, 6.069, 2.265], [-2.359, 0.758, -7.585], [-0.493, 0.190, 7.622], [8.089, 5.158, 0.921], [-3.315, -2.193, -0.109], [-7.904, -0.120, -4.322], [2.578, 5.743, 3.537], [5.236, 4.308, 1.440], [0.171, -6.114, -2.371], [2.087, -1.406, 4.472], [2.566, -0.189, -7.700], [4.833, 5.074, 3.185], [-0.279, -4.356, -0.644], [-3.776, -1.579, 8.211], [3.105, 1.420, -7.227], [2.431, 0.614, 5.214], [-1.395, 2.259, -7.467], [9.053, 5.104, 2.552], [-6.894, 0.397, -2.963], [-3.594, -1.080, 6.384], [3.286, 3.103, 3.944], [-0.759, -5.940, -0.018], [6.380, 6.542, 0.671], [-1.131, -3.948, -5.784], [-1.242, -3.609, 4.668], [3.916, 0.982, -9.499], [-1.274, -2.105, 8.386], [-7.671, -1.954, -2.585], [2.167, 3.191, 1.617], [3.474, 6.855, 1.190], [2.669, 2.253, -9.571], [1.869, 4.073, 4.747], [5.577, 7.569, 2.054], [-1.597, -2.747, 6.638], [-1.235, 0.982, -6.210], [-7.045, -2.412, -4.167], [-0.697, -2.245, -5.444], [-1.498, -6.664, -2.241], [-6.129, -0.079, -4.476], [8.941, 6.749, 1.539], [-4.050, -3.539, -1.032]],
  "mol_weight_g_mol": 771.73,
  "largest_force_ha_per_bohr": 0.153,
  "charge": -1,
  "orbital_gap_ev": 6.85
}